1.
C4H8O2S | ωB97M-V/def2-TZVPD

Multiplicity: 3
Gap between HOMO and LUMO (alpha / beta), eV: 6.764 / 9.646
Relative energy (zero: lowest compared OMol25 entry of this formula, charge and spin), kJ/mol: 53.7
F_max, eV/A: 3.93
LUMO energy (alpha / beta), eV: 0.59 / -0.26

The geometry in XYZ format:
```
15
C4H8O2S (ωB97M-V/def2-TZVPD)
C 0.769 -0.515 1.095
C 2.218 -0.841 0.662
C -1.787 0.999 0.402
C -0.939 0.354 -0.655
O 0.135 -0.755 2.072
O -0.042 1.191 -1.360
S -1.640 -0.857 -1.683
H 2.740 -0.446 1.478
H 2.536 -1.843 0.464
H 2.430 -0.259 -0.120
H -2.844 0.740 0.231
H -1.425 0.661 1.399
H -1.630 2.045 0.439
H 0.048 0.810 -2.198
H -0.569 -1.284 -2.224
```



2.
C10H7N2OReS5Sb | ωB97M-V/def2-TZVPD

Multiplicity: 2
Gap between HOMO and LUMO (alpha / beta), eV: 5.460 / 5.357
Relative energy (zero: lowest compared OMol25 entry of this formula, charge and spin), kJ/mol: 31.7
F_max, eV/A: 0.34
LUMO energy (alpha / beta), eV: -9.55 / -9.70
Net charge: +2

The geometry in XYZ format:
```
27
C10H7N2OReS5Sb (ωB97M-V/def2-TZVPD)
Re -0.247 -0.056 -1.868
O -1.141 0.453 -0.301
C -1.150 0.390 1.051
C -2.304 0.760 1.730
C -2.295 0.722 3.109
C -1.149 0.314 3.796
C -0.010 -0.054 3.110
C 0.010 -0.021 1.713
C 1.178 -0.381 0.937
N 1.279 -0.444 -0.403
C 2.587 -0.814 -0.692
C 3.259 -0.986 0.466
N 2.366 -0.711 1.469
H -3.175 1.070 1.169
H -3.181 1.008 3.659
H -1.154 0.282 4.877
H 0.857 -0.373 3.672
H 2.945 -0.923 -1.699
H 4.277 -1.278 0.660
H 2.573 -0.748 2.455
S -2.739 -2.366 -5.400
Sb -1.959 -0.348 -5.342
S 0.564 -1.525 -3.099
S -2.268 0.364 -2.920
S -0.959 1.344 -6.267
S 1.228 2.773 -3.235
C 0.610 1.546 -2.648
```



3.
C51H48BrFO17P | ωB97M-V/def2-TZVPD

Gap between HOMO and LUMO, eV: 3.905
F_max, eV/A: 2.64
LUMO energy, eV: -0.53
Net charge: -1

The geometry in XYZ format:
```
119
C51H48BrFO17P (ωB97M-V/def2-TZVPD)
C -0.132 -0.637 -0.309
C 1.057 -0.387 -1.259
O 1.383 0.757 -1.444
O 1.720 -1.388 -1.930
C 2.595 -2.210 -1.046
P 4.348 -1.420 -1.054
Br 3.874 -0.218 0.965
C 6.051 -0.492 -1.116
C 7.049 -1.100 -2.145
C 8.527 -0.730 -1.746
O 6.730 -0.492 -3.416
C 5.168 -2.870 -0.125
C 4.368 -3.874 0.728
C 3.771 -5.105 -0.056
F 3.437 -3.357 1.639
H 0.150 -1.407 0.423
H -0.424 0.315 0.162
H -1.031 -1.015 -0.839
H 2.567 -3.207 -1.533
H 2.098 -2.193 -0.059
H 3.772 -0.304 -1.736
H 4.608 -2.080 -2.331
H 5.840 0.541 -1.473
H 6.496 -0.372 -0.110
H 6.925 -2.194 -2.274
H 9.207 -1.581 -1.960
H 8.854 0.102 -2.405
H 8.555 -0.425 -0.689
H 7.366 -0.778 -4.090
H 5.966 -2.444 0.521
H 5.723 -3.467 -0.881
H 5.128 -4.363 1.386
H 2.673 -5.168 0.083
H 4.230 -6.052 0.291
H 4.027 -4.965 -1.126
C -1.867 -4.660 3.973
C -1.762 -3.917 2.874
C -1.522 -2.457 2.951
O -1.428 -1.787 1.944
C -1.404 -1.852 4.299
C -1.509 -2.595 5.399
C -1.748 -4.056 5.321
O -1.843 -4.735 6.326
H -2.043 -5.727 3.937
H -1.846 -4.331 1.876
H -1.226 -0.783 4.335
H -1.425 -2.174 6.393
C 0.078 -6.759 -2.113
C 0.329 -7.367 -3.271
C 0.045 -6.702 -4.566
O 0.272 -7.259 -5.622
C -0.525 -5.336 -4.522
C -0.776 -4.728 -3.364
C -0.496 -5.393 -2.072
O -0.726 -4.833 -1.021
H 0.277 -7.228 -1.158
H 0.747 -8.364 -3.323
H -0.722 -4.865 -5.477
H -1.192 -3.730 -3.309
C -3.430 1.599 -4.024
C -3.260 0.297 -4.245
C -3.852 -0.721 -3.348
O -3.693 -1.909 -3.545
C -4.644 -0.236 -2.193
C -4.816 1.065 -1.971
C -4.223 2.084 -2.869
O -4.385 3.270 -2.663
H -3.002 2.357 -4.667
H -2.683 -0.077 -5.082
H -5.068 -0.995 -1.548
H -5.391 1.438 -1.132
C 2.504 -7.975 9.351
C 2.104 -6.833 9.906
C 1.176 -5.918 9.200
O 0.814 -4.877 9.707
C 0.709 -6.324 7.852
C 1.110 -7.467 7.298
C 2.037 -8.381 8.003
O 2.402 -9.425 7.501
H 3.182 -8.656 9.850
H 2.434 -6.521 10.889
H 0.031 -5.645 7.351
H 0.781 -7.779 6.315
C 0.136 4.849 2.740
C -0.128 3.911 3.647
C 0.070 2.473 3.344
O -0.177 1.618 4.174
C 0.574 2.123 1.998
C 0.838 3.060 1.088
C 0.640 4.496 1.390
O 0.879 5.359 0.568
H -0.003 5.904 2.942
H -0.496 4.149 4.637
H 0.716 1.069 1.794
H 1.206 2.815 0.098
C -3.003 6.187 -3.606
C -3.108 7.499 -3.407
C -2.325 8.464 -4.210
O -2.423 9.664 -4.029
C -1.417 7.917 -5.246
C -1.310 6.605 -5.445
C -2.095 5.639 -4.641
O -1.998 4.443 -4.826
H -3.567 5.464 -3.030
H -3.766 7.918 -2.657
H -0.854 8.639 -5.823
H -0.651 6.186 -6.196
C -5.953 11.528 -2.582
C -5.796 10.226 -2.808
C -6.409 9.212 -1.917
O -6.266 8.023 -2.120
C -7.203 9.704 -0.767
C -7.360 11.007 -0.541
C -6.748 12.021 -1.433
O -6.893 13.209 -1.228
H -5.512 12.283 -3.221
H -5.218 9.850 -3.643
H -7.643 8.949 -0.127
H -7.936 11.385 0.294
```



4.
C34H32N8RuS | ωB97M-V/def2-TZVPD

Multiplicity: 2
Gap between HOMO and LUMO (alpha / beta), eV: 6.897 / 4.236
Relative energy (zero: lowest compared OMol25 entry of this formula, charge and spin), kJ/mol: 94.6
F_max, eV/A: 2.15
LUMO energy (alpha / beta), eV: -8.59 / -11.25
Net charge: +3

The geometry in XYZ format:
```
76
C34H32N8RuS (ωB97M-V/def2-TZVPD)
Ru -1.036 0.320 -0.845
C -0.743 2.764 0.909
C -2.205 2.763 1.323
C -2.845 1.402 1.450
C -3.682 1.134 2.522
C -4.378 -0.060 2.592
C -4.240 -0.964 1.550
C -3.388 -0.636 0.521
N -2.674 0.506 0.458
N -0.523 2.360 -0.502
C -1.213 3.255 -1.479
C -2.188 2.524 -2.360
C -3.019 3.191 -3.248
C -3.830 2.454 -4.091
C -3.788 1.065 -4.024
C -2.955 0.476 -3.100
N -2.171 1.192 -2.276
C 0.947 2.311 -0.756
C 1.192 1.670 -2.086
C 2.029 2.163 -3.069
C 2.129 1.473 -4.271
C 1.386 0.318 -4.447
C 0.572 -0.119 -3.415
N 0.474 0.543 -2.253
H -0.195 2.052 1.524
H -0.297 3.750 1.072
H -2.811 3.348 0.626
H -2.286 3.282 2.278
H -3.802 1.883 3.294
H -5.034 -0.267 3.427
H -4.782 -1.898 1.532
H -3.284 -1.309 -0.325
H -0.465 3.749 -2.104
H -1.728 4.058 -0.952
H -3.023 4.272 -3.276
H -4.483 2.951 -4.795
H -4.396 0.450 -4.671
H -2.905 -0.602 -2.995
H 1.368 1.666 0.019
H 1.411 3.296 -0.662
H 2.587 3.074 -2.898
H 2.764 1.846 -5.064
H 1.415 -0.236 -5.375
H -0.033 -1.010 -3.518
N 1.931 -2.705 9.101
C 1.634 -2.566 8.002
C 1.260 -2.382 6.624
C 1.068 -1.097 6.124
C 0.704 -0.914 4.802
C 0.544 -2.023 3.984
C 0.735 -3.307 4.467
C 1.091 -3.484 5.794
N 0.167 -1.840 2.600
C -0.325 -2.806 1.753
C -0.545 -2.193 0.565
N -0.197 -0.854 0.657
C 0.220 -0.692 1.902
H 1.196 -0.244 6.776
H 0.534 0.091 4.443
H 0.632 -4.175 3.833
H 1.243 -4.481 6.184
H -0.480 -3.824 2.059
H -0.915 -2.641 -0.343
H 0.586 0.230 2.318
S 1.648 -2.844 -2.110
C 3.284 -2.378 -2.285
N 4.021 -2.117 -1.159
C 5.305 -1.758 -1.166
C 5.976 -1.627 -2.371
C 5.295 -1.917 -3.544
C 3.957 -2.295 -3.503
H 3.542 -2.260 -0.275
H 5.774 -1.609 -0.204
H 7.015 -1.330 -2.372
H 5.810 -1.867 -4.495
H 3.419 -2.554 -4.404
```



5.
C4H3O5P | ωB97M-V/def2-TZVPD

Gap between HOMO and LUMO (alpha / beta), eV: 4.699 / 4.703
Relative energy (zero: lowest compared OMol25 entry of this formula, charge and spin), kJ/mol: 421.4
F_max, eV/A: 2.75
LUMO energy (alpha / beta), eV: 6.23 / 6.23
Net charge: -2

The geometry in XYZ format:
```
13
C4H3O5P (ωB97M-V/def2-TZVPD)
C 1.464 0.062 0.299
C 0.542 -1.060 0.426
C 1.175 1.335 0.218
C -1.347 0.261 0.129
O -3.776 -1.077 -0.563
O -3.785 0.555 1.431
O -3.440 1.454 -0.947
O -0.777 -0.907 0.226
O 1.219 2.547 0.129
P -3.184 0.131 0.110
H 2.506 -0.236 0.373
H 0.901 -2.038 0.099
H -2.792 2.057 -0.583
```



6.
C14H38Ag2NO15P2 | ωB97M-V/def2-TZVPD

Gap between HOMO and LUMO, eV: 5.536
Relative energy (zero: lowest compared OMol25 entry of this formula, charge and spin), kJ/mol: 0.0
F_max, eV/A: 2.07
LUMO energy, eV: -5.52
Net charge: +1

The geometry in XYZ format:
```
72
C14H38Ag2NO15P2 (ωB97M-V/def2-TZVPD)
Ag 0.455 -4.775 1.196
Ag 3.289 -2.397 2.527
N 1.473 -1.255 0.597
O 1.217 -2.399 1.094
O 2.560 -0.722 0.944
O 0.681 -0.709 -0.154
C -2.580 -6.984 -1.563
O -2.472 -5.742 -2.279
P -2.082 -4.446 -1.469
O -0.856 -4.572 -0.654
O -2.014 -3.321 -2.589
C -1.742 -1.990 -2.106
O -3.412 -4.107 -0.628
C -4.645 -3.797 -1.262
H -2.599 -6.918 -0.475
H -1.828 -7.711 -1.858
H -3.562 -7.359 -1.852
H -2.679 -1.435 -2.059
H -0.933 -1.499 -2.638
H -1.420 -1.983 -1.059
H -5.407 -4.496 -0.909
H -4.629 -3.873 -2.349
H -4.951 -2.812 -0.909
C 1.302 -3.678 -3.382
O 1.707 -2.328 -3.158
P 2.528 -1.503 -4.244
O 2.048 -1.574 -5.617
O 2.453 -0.022 -3.647
C 2.998 0.362 -2.386
O 4.055 -1.966 -4.030
C 5.138 -1.149 -4.467
H 0.230 -3.761 -3.215
H 1.805 -4.341 -2.682
H 1.425 -3.937 -4.434
H 2.330 1.053 -1.878
H 3.958 0.875 -2.467
H 3.114 -0.547 -1.792
H 5.787 -0.992 -3.604
H 4.761 -0.159 -4.739
H 5.668 -1.580 -5.312
C 3.356 2.210 1.883
O 2.970 3.414 1.248
C 2.255 4.245 2.145
C 1.384 5.194 1.374
O 0.477 5.818 2.273
C -0.736 6.204 1.672
H 2.511 1.530 1.992
H 3.792 2.410 2.868
H 4.166 1.781 1.295
H 2.884 4.869 2.792
H 1.656 3.625 2.821
H 0.886 4.653 0.566
H 2.031 5.988 0.985
H -1.358 5.411 1.248
H -0.569 7.019 0.962
H -1.320 6.640 2.487
C -4.537 3.051 4.460
O -3.155 2.932 4.740
C -2.313 3.347 3.692
C -2.312 2.366 2.515
O -1.648 1.144 2.801
C -0.261 1.186 2.595
H -4.839 2.331 3.694
H -4.800 4.064 4.147
H -5.057 2.790 5.378
H -1.300 3.431 4.084
H -2.627 4.328 3.314
H -1.800 2.825 1.659
H -3.315 2.116 2.175
H 0.187 0.221 2.826
H 0.210 1.935 3.241
H 0.013 1.468 1.572
```



7.
C4H18LiO10P | ωB97M-V/def2-TZVPD

Gap between HOMO and LUMO, eV: 3.020
Relative energy (zero: lowest compared OMol25 entry of this formula, charge and spin), kJ/mol: 1439.3
F_max, eV/A: 17.11
LUMO energy, eV: 4.51
Net charge: -2

The geometry in XYZ format:
```
34
C4H18LiO10P (ωB97M-V/def2-TZVPD)
Li -1.520 0.532 -0.859
P -1.761 1.820 -2.288
O -2.738 2.972 -2.261
O -0.913 1.685 -3.600
O -2.693 0.618 -1.974
O -0.697 1.905 -1.171
C -0.593 -1.491 0.905
O 0.128 -2.005 -0.184
C 1.398 -2.644 0.179
C 2.584 -1.657 0.430
O 2.361 -0.883 1.648
C 3.194 0.238 1.723
H -0.878 -2.272 1.611
H -1.512 -1.045 0.525
H -0.026 -0.746 1.463
H 1.719 -3.211 -0.695
H 1.355 -3.242 1.090
H 2.493 -1.044 -0.466
H 3.516 -2.218 0.497
H 2.896 0.956 0.960
H 4.221 -0.125 1.695
H 3.113 0.837 2.630
O -1.220 3.146 0.122
H -1.641 3.883 -0.322
H -0.952 2.561 -0.586
O -2.491 -0.520 -0.545
H -2.562 -1.467 -0.423
H -2.857 -0.147 0.257
O -0.120 -0.055 -1.104
H 0.439 -0.778 -0.820
H 0.486 0.670 -1.260
O -1.711 1.092 0.608
H -1.659 0.666 1.463
H -1.358 1.969 0.754
```



8.
C24H27N3O5S | ωB97M-V/def2-TZVPD

Gap between HOMO and LUMO, eV: 7.448
Relative energy (zero: lowest compared OMol25 entry of this formula, charge and spin), kJ/mol: 662.6
F_max, eV/A: 1.23
LUMO energy, eV: -0.64
SMILES: O=C(/C=C/c1ccc(N2CCCCC2)c([N+](=O)[O-])c1)c1ccc(S(=O)(=O)N2CCCC2)cc1

The geometry in XYZ format:
```
60
C24H27N3O5S (ωB97M-V/def2-TZVPD)
O 3.462 1.019 -2.202
C 2.674 0.296 -1.618
C 1.645 0.811 -0.713
C 1.620 2.118 -0.392
C 0.680 2.789 0.467
C -0.449 2.172 0.997
C -1.329 2.853 1.823
C -1.077 4.182 2.250
N -1.795 4.805 3.212
C -1.697 6.240 3.398
H -0.758 6.508 3.904
C -2.891 6.759 4.209
C -4.123 5.917 3.893
C -3.916 4.495 4.420
C -2.429 4.130 4.324
H -1.911 4.459 5.235
H -2.290 3.052 4.255
H -4.514 3.801 3.832
H -4.228 4.420 5.463
H -5.014 6.359 4.339
H -4.266 5.886 2.812
H -3.061 7.805 3.953
H -2.684 6.711 5.279
H -1.707 6.709 2.411
C 0.025 4.816 1.632
C 0.861 4.148 0.777
H 1.702 4.672 0.347
H 0.241 5.845 1.864
N -2.569 2.181 2.072
O -3.588 2.846 2.055
O -2.544 0.973 2.210
H -0.699 1.156 0.733
H 2.404 2.737 -0.813
H 0.910 0.114 -0.343
C 2.698 -1.183 -1.822
C 3.108 -1.666 -3.065
C 3.158 -3.026 -3.305
C 2.819 -3.901 -2.290
C 2.436 -3.444 -1.045
C 2.371 -2.081 -0.808
H 2.097 -1.722 0.172
H 2.207 -4.163 -0.274
S 2.839 -5.658 -2.632
O 3.911 -5.947 -3.539
O 2.786 -6.368 -1.382
N 1.388 -5.779 -3.473
C 0.228 -6.098 -2.649
H -0.433 -5.228 -2.599
H 0.576 -6.337 -1.642
C -0.457 -7.306 -3.309
H -0.833 -8.011 -2.570
H -1.289 -6.973 -3.930
C 0.644 -7.900 -4.188
H 1.311 -8.522 -3.590
H 0.255 -8.484 -5.019
C 1.385 -6.645 -4.641
H 0.841 -6.139 -5.447
H 2.413 -6.822 -4.952
H 3.471 -3.427 -4.255
H 3.383 -0.954 -3.830
```



9.
C8H8OSi | ωB97M-V/def2-TZVPD

Gap between HOMO and LUMO (alpha / beta), eV: 7.414 / 7.415
Relative energy (zero: lowest compared OMol25 entry of this formula, charge and spin), kJ/mol: 56.0
F_max, eV/A: 4.35
LUMO energy (alpha / beta), eV: -0.36 / -0.36
SMILES: C#C[Si](=C=C)C#C.CC=O

The geometry in XYZ format:
```
18
C8H8OSi (ωB97M-V/def2-TZVPD)
C -0.305 1.041 2.453
C -0.125 -4.092 0.926
C 2.241 -0.822 -1.837
C 0.521 0.200 1.933
C 0.285 -2.967 0.869
C 1.628 -1.040 -0.812
C -0.262 1.974 -1.013
C -1.532 1.223 -1.339
O -1.831 0.106 -0.957
Si 0.650 -1.159 0.776
H 0.057 1.907 3.023
H -0.420 -5.155 0.854
H 2.691 -0.506 -2.719
H -0.376 2.946 -1.342
H -0.257 1.988 0.085
H 0.619 1.412 -1.293
H -2.187 1.790 -1.843
H -1.395 1.156 2.238
```



10.
CH4N2O2S | ωB97M-V/def2-TZVPD

Gap between HOMO and LUMO, eV: 11.306
Relative energy (zero: lowest compared OMol25 entry of this formula, charge and spin), kJ/mol: 144.2
F_max, eV/A: 2.99
LUMO energy, eV: 0.46
SMILES: C=NS(N)(=O)=O

The geometry in XYZ format:
```
10
CH4N2O2S (ωB97M-V/def2-TZVPD)
C 1.454 -1.230 0.131
N 0.676 -0.547 0.831
N -0.848 1.582 0.079
O -1.936 -0.533 0.578
O -0.706 -0.313 -1.495
S -0.761 -0.062 -0.063
H 2.452 -1.736 0.515
H 1.144 -1.301 -0.928
H -0.899 1.994 1.084
H -0.576 2.146 -0.733
```



11.
C15H18F2N3Pt | ωB97M-V/def2-TZVPD

Gap between HOMO and LUMO (alpha / beta), eV: 4.763 / 4.751
Relative energy (zero: lowest compared OMol25 entry of this formula, charge and spin), kJ/mol: 0.0
F_max, eV/A: 0.77
LUMO energy (alpha / beta), eV: -14.28 / -14.30
Net charge: +3

The geometry in XYZ format:
```
39
C15H18F2N3Pt (ωB97M-V/def2-TZVPD)
Pt 0.119 0.071 -0.243
N -0.559 -1.808 -0.847
C 0.252 -3.092 -0.796
C 1.016 -3.343 -2.088
C 2.330 -2.583 -2.256
C 2.223 -1.071 -2.368
N 2.016 -0.403 -1.019
H -1.391 -1.921 -0.264
H -0.914 -1.699 -1.802
H -0.491 -3.876 -0.635
H 0.896 -3.064 0.084
H 0.353 -3.165 -2.943
H 1.234 -4.412 -2.121
H 2.821 -2.938 -3.164
H 3.024 -2.837 -1.446
H 1.431 -0.746 -3.045
H 3.160 -0.654 -2.743
H 2.458 0.518 -1.044
H 2.538 -0.928 -0.313
F 0.627 -1.010 4.819
C 0.142 -0.203 3.918
C 0.344 -0.497 2.574
C -0.191 0.389 1.650
C -0.914 1.549 2.007
C -1.081 1.785 3.368
F -1.742 2.844 3.766
C -0.563 0.927 4.329
C -1.399 2.344 0.893
C -2.130 3.515 0.907
C -2.477 4.109 -0.312
C -2.086 3.528 -1.507
C -1.357 2.347 -1.461
N -1.029 1.785 -0.293
H 0.904 -1.388 2.311
H -0.705 1.131 5.386
H -2.424 3.965 1.844
H -3.055 5.025 -0.314
H -2.341 3.962 -2.465
H -1.038 1.846 -2.368
```